Entry 1:
Entry from the Open Molecules 2025 dataset: a 3-piece molecular cluster, C4H15N2O3 overall (ωB97M-V with the def2-TZVPD basis set).

The energy above the lowest of the compared OMol25 structures with the same formula, charge and spin comes out at 20.9 kcal/mol. The calculation puts the total energy at -13508.90818 eV. For the HOMO energy, the calculation gives -0.52211 Eh. Its orbital gap is 11.384 eV.

Structure (ORCA input):
```
! RIJCOSX wB97M-V def2-TZVPD def2/J DEFGRID3
* xyz 1 1
O -1.79 -1.27 0.61
C -1.59 -0.99 -0.55
N -2.43 -1.29 -1.56
C -0.28 -0.30 -0.94
N 0.45 0.05 0.31
C 1.33 -1.01 0.89
C 2.26 -1.64 -0.10
H -2.44 -0.89 -2.49
H -3.34 -1.62 -1.28
H 0.31 -1.03 -1.47
H -0.42 0.56 -1.56
H -0.27 0.28 1.00
H 0.94 0.93 0.12
H 0.74 -1.70 1.47
H 1.90 -0.49 1.67
H 1.92 -2.58 -0.53
H 3.27 -1.85 0.28
H 2.55 -1.00 -0.94
H -1.56 2.69 2.38
H -2.31 2.05 1.20
O -1.42 2.19 1.55
H -0.02 2.99 0.19
H 1.47 3.20 0.08
O 0.74 2.72 -0.35
*
```

***

Entry 2:
Entry from the Open Molecules 2025 dataset: a 2-piece molecular cluster, C4H15N2OS overall (ωB97M-V with the def2-TZVPD basis set).

The energy above the lowest of the compared OMol25 structures with the same formula, charge and spin comes out at 2.8 kcal/mol. The calculation puts the total energy at -20248.23593 eV. For the HOMO energy, the calculation gives -0.44272 Eh. Its orbital gap is 9.097 eV.

Structure (ORCA input):
```
! RIJCOSX wB97M-V def2-TZVPD def2/J DEFGRID3
* xyz 1 1
N 1.02 0.13 1.05
C -0.16 -0.03 0.11
C -0.85 -1.35 0.36
C -2.23 -1.40 -0.33
S -2.55 -3.08 -1.00
C 0.40 0.15 -1.29
N 1.35 1.26 -1.36
H 1.37 1.11 1.00
H 1.76 -0.51 0.76
H 0.80 -0.03 2.03
H -0.80 0.79 0.42
H -0.98 -1.49 1.44
H -0.22 -2.23 0.16
H -2.29 -0.70 -1.15
H -2.98 -1.26 0.42
H -3.68 -3.30 -0.33
H 0.93 -0.77 -1.51
H -0.38 0.24 -2.03
H 2.03 1.12 -2.10
H 0.83 2.13 -1.49
H 2.95 2.90 1.49
H 1.66 3.60 1.78
O 2.01 2.72 1.57
*
```